Entry 1:
Molecular formula: C6H17NO3Si
Method: DFT, the ωB97M-V functional and the def2-TZVPD basis

Each line ends with the natural charge from an NBO analysis.
Positions of all 28 atoms, in Å:
C -2.6115 0.1331 1.1870  -0.64
C -2.5266 0.2473 -1.4620  -0.67
C -0.9071 -1.2489 -0.1181  -0.65
C 2.6459 -1.9735 -1.4584  -0.24
C 1.6636 1.5286 2.3382  -0.24
C -1.8074 0.0593 -0.0703  0.27
N 0.1323 1.2399 -1.0642  -0.65
O 2.4483 -1.2469 -0.3209  -0.91
O 1.8623 0.3357 1.5515  -0.91
O -0.8422 1.1764 -0.0109  -0.48
Si 2.3137 0.3093 0.0329  1.93
H -3.1566 1.0782 1.2185  0.22
H -3.4428 -0.5460 1.1582  0.22
H -2.1782 -0.0139 2.1635  0.22
H -1.6699 0.7093 -2.0773  0.27
H -3.4919 0.8120 -1.4139  0.20
H -2.9200 -0.6684 -2.0327  0.20
H -0.3871 -0.8436 0.7263  0.22
H -1.5609 -2.0857 0.1109  0.21
H -0.1930 -1.4350 -0.9787  0.22
H 1.8996 -1.7431 -2.1465  0.18
H 2.3674 -3.0074 -1.2437  0.19
H 3.6697 -1.7669 -1.9022  0.18
H 1.4029 2.4379 1.6300  0.18
H 2.6029 1.7515 2.9198  0.18
H 0.8631 1.3784 2.9902  0.20
H 0.5695 2.1965 -1.0439  0.33
H 3.2541 1.1859 -0.6834  -0.22

Forces on atoms 1 to 3 (eV/Å):
C -1.472 0.797 -0.214
C -0.476 -0.391 -0.578
C -0.652 1.482 0.038

- Orbital gap: 7.91 eV
- LUMO: 0.026 hartree
- ΔE to the lowest compared entry with this formula, charge and spin: 5.6133 eV
- Energy: -808.64439 Eh



Entry 2:
Molecular formula: C9H10FN
Method: DFT, the ωB97M-V functional and the def2-TZVPD basis

Each line ends with the natural charge from an NBO analysis.
Positions of all 21 atoms, in Å:
N 1.5731 -1.1920 -1.7943  -0.83
C 2.0618 -0.2919 -0.7274  -0.26
C 1.1261 -0.6259 0.3740  -0.10
C 1.7049 -1.2568 1.4605  0.26
F 1.1929 -1.5198 2.6737  -0.32
C -0.2571 0.0543 0.3348  -0.05
C -1.1286 0.3469 1.5235  -0.20
C -2.3527 1.0586 1.4525  -0.22
C -2.7619 1.4366 0.0924  -0.21
C -2.1096 1.0210 -0.9849  -0.22
C -0.8059 0.4736 -0.8939  -0.21
H 2.3773 -2.1046 -1.6812  0.36
H 1.8888 -0.6375 -2.8494  0.35
H 2.1523 0.8051 -1.1010  0.21
H 3.0583 -0.5989 -0.5252  0.19
H 2.6824 -1.6173 1.3570  0.15
H -0.6770 0.2143 2.5333  0.22
H -2.9614 1.2335 2.3536  0.22
H -3.8337 1.8965 0.2247  0.22
H -2.5035 1.2488 -1.9907  0.22
H -0.4264 0.0556 -1.8322  0.23

Forces on atoms 1 to 3 (eV/Å):
N 4.399 -1.184 -4.488
C -0.381 0.647 -1.417
C -0.650 1.370 3.967

- Orbital gap: 9.07 eV
- LUMO: 0.020 hartree
- ΔE to the lowest compared entry with this formula, charge and spin: 3.1793 eV
- Energy: -503.43005 Eh



Entry 3:
Molecular formula: C5H5IO
Method: DFT, the ωB97M-V functional and the def2-TZVPD basis

Each line ends with the natural charge from an NBO analysis.
Positions of all 12 atoms, in Å:
O 1.2649 -2.8345 -0.1410  -0.50
C 0.7134 -1.7950 -0.0336  0.55
C -0.6488 -1.5065 -0.3878  -0.33
C -0.8692 -0.2039 -0.5311  -0.07
C 0.3881 0.6470 -0.1963  -0.47
C 1.3434 -0.3743 0.3998  -0.44
I 3.3276 0.2021 0.0027  0.12
H -1.3360 -2.2493 -0.2242  0.23
H -1.6565 0.2095 -1.1739  0.22
H 0.8069 0.9630 -1.0934  0.22
H 0.2498 1.5364 0.4490  0.23
H 1.2649 -0.2570 1.4753  0.24

Forces on atoms 1 to 3 (eV/Å):
O 0.859 -1.304 0.134
C 1.533 2.464 0.672
C 0.070 1.559 1.147

- Orbital gap: 9.42 eV
- LUMO: 0.003 hartree
- ΔE to the lowest compared entry with this formula, charge and spin: 0.0000 eV
- Energy: -566.40792 Eh



Entry 4:
Molecular formula: C24H68N6O7
Method: DFT, the ωB97M-V functional and the def2-TZVPD basis

Each line ends with the Löwdin charge.
Positions of all 105 atoms, in Å:
C -0.9330 -1.8109 2.3480  -0.09
O -2.0785 -0.9711 2.2381  -0.22
C -2.5412 -0.4028 3.4685  -0.22
C -3.9824 0.0033 3.4943  -0.41
C -4.2625 1.1622 2.5649  -0.06
N -4.3518 0.4420 4.9155  0.03
H -1.0530 -2.6645 2.9798  0.08
H -0.0454 -1.3072 2.7870  0.09
H -0.8454 -2.0789 1.3139  0.09
H -2.4228 -1.1523 4.2839  0.13
H -1.8878 0.4605 3.7386  0.12
H -4.6111 -0.8296 3.1578  0.13
H -3.5409 2.0048 2.6836  0.09
H -5.2425 1.5787 2.7328  0.08
H -4.1932 0.8308 1.5240  0.06
H -3.7547 1.2136 5.2357  0.07
H -4.2339 -0.2857 5.6364  0.07
C 4.7841 0.4103 -4.9196  -0.07
O 3.4905 1.0655 -5.1517  -0.17
C 2.9556 1.4447 -3.8658  -0.23
C 1.6642 2.2397 -3.9766  -0.39
C 1.1948 2.6618 -2.5564  -0.07
N 0.6294 1.3735 -4.6799  0.04
H 5.4713 1.1153 -4.4580  0.08
H 5.2276 0.3650 -5.8874  0.07
H 4.7469 -0.5418 -4.4058  0.08
H 2.6376 0.6111 -3.2387  0.12
H 3.6126 2.0921 -3.3791  0.10
H 1.7367 3.1526 -4.5963  0.14
H 0.1677 3.0398 -2.6449  0.07
H 1.8207 3.4671 -2.1071  0.09
H 1.0937 1.8191 -1.8968  0.04
H 0.8948 1.3394 -5.6578  0.06
H 0.8494 0.4125 -4.4655  0.05
C 0.7638 1.7294 4.3195  -0.07
O 1.4072 0.7547 3.4897  -0.26
C 2.6161 0.2016 3.9842  -0.16
C 3.3194 -0.5289 2.7733  -0.44
C 4.7322 -0.9457 3.1760  -0.06
N 3.3859 0.3248 1.6166  0.06
H 1.4217 2.5517 4.6906  0.11
H 0.2410 1.2344 5.1206  0.08
H 0.0494 2.2473 3.6629  0.06
H 3.1945 1.0027 4.4101  0.12
H 2.4497 -0.5910 4.6579  0.11
H 2.6833 -1.4492 2.6174  0.12
H 4.6267 -1.5754 4.0405  0.07
H 5.3396 -0.0745 3.3386  0.08
H 5.2025 -1.5577 2.4112  0.07
H 3.5389 -0.2347 0.7938  0.03
H 2.5495 0.8576 1.4809  0.03
C -3.2411 4.4055 -0.4609  -0.14
O -2.2575 4.0949 0.4389  -0.17
C -1.7531 2.7962 0.1829  -0.19
C -0.6754 2.4508 1.2513  -0.42
C 0.4315 3.4847 1.1170  -0.04
N -0.1724 1.1076 1.0582  0.08
H -3.7467 5.3243 -0.1258  0.10
H -4.0193 3.6324 -0.4328  0.08
H -2.9082 4.5118 -1.4857  0.09
H -2.5747 2.0776 0.2864  0.10
H -1.2860 2.6310 -0.8294  0.13
H -1.1753 2.4919 2.2077  0.10
H 1.4216 3.2126 1.5456  0.09
H 0.1284 4.4610 1.4552  0.08
H 0.7311 3.5635 0.0530  0.07
H 0.4871 0.9022 1.7900  0.04
H -0.9484 0.4969 1.2232  0.05
C 3.6465 -4.3159 -3.8007  -0.16
O 4.2034 -3.7192 -2.7012  -0.19
C 3.6273 -4.1878 -1.4734  -0.20
C 3.9720 -3.2724 -0.2646  -0.40
C 3.4006 -4.0390 0.9912  -0.04
N 3.3554 -1.9775 -0.3420  0.05
H 4.2002 -3.9746 -4.6660  0.09
H 2.5944 -4.1517 -3.9934  0.08
H 3.6398 -5.3991 -3.6591  0.09
H 2.5191 -4.2928 -1.5863  0.14
H 4.0956 -5.1592 -1.3124  0.12
H 5.0648 -3.1925 -0.3041  0.14
H 3.4158 -3.4733 1.9219  0.05
H 3.9396 -4.9598 1.0852  0.07
H 2.3454 -4.1984 0.7232  0.08
H 2.3491 -2.0831 -0.2415  0.06
H 3.4403 -1.5860 -1.2531  0.06
C -5.6489 -2.1866 0.4963  -0.09
O -5.5849 -1.7888 -0.8648  -0.17
C -4.6801 -0.7773 -1.1547  -0.25
C -4.4359 -0.6681 -2.6487  -0.44
C -3.3463 0.3725 -2.8718  -0.06
N -5.7102 -0.3978 -3.3491  0.04
H -6.2335 -1.4273 1.0594  0.10
H -4.6985 -2.2555 0.9161  0.05
H -6.1443 -3.1418 0.5848  0.09
H -5.1534 0.2448 -0.8972  0.15
H -3.7238 -0.9616 -0.6569  0.12
H -4.1951 -1.6419 -3.0082  0.13
H -3.6713 1.3060 -2.4223  0.06
H -3.0816 0.5710 -3.9131  0.08
H -2.4105 0.0460 -2.3648  0.08
H -5.8536 0.5999 -3.5588  0.07
H -5.6255 -0.7930 -4.2893  0.07
O 0.5868 -0.6823 -1.0706  -0.09
H 0.3997 -0.2245 -1.8837  -0.01
H 0.4409 -0.0639 -0.3000  0.01

Forces on atoms 1 to 3 (eV/Å):
C 0.058 1.204 -0.005
O -0.775 0.333 0.879
C 1.488 -0.871 0.750

- Orbital gap: 9.33 eV
- LUMO: 0.024 hartree
- ΔE to the lowest compared entry with this formula, charge and spin: 1.8742 eV
- Energy: -1810.26851 Eh



Entry 5:
Molecular formula: C7H14N2S2
Method: DFT, the ωB97M-V functional and the def2-TZVPD basis

Each line ends with the natural charge from an NBO analysis.
Positions of all 25 atoms, in Å:
C -3.4085 -0.3884 0.9082  -0.66
C -2.4147 0.1463 -0.2988  -0.21
N -1.0790 -0.3635 -0.1248  -0.48
C -0.7959 -1.6850 -0.7283  -0.41
S 0.4959 -2.5713 0.0643  0.38
C 1.6360 -1.2326 -0.0120  -0.07
S 3.3038 -1.5489 0.2418  -0.18
N 1.3078 -0.1021 -0.7283  -0.49
C 2.5460 0.9396 -0.5896  -0.24
C 2.8225 1.2367 0.8488  -0.66
C 0.0002 0.6735 -0.5586  -0.05
H -3.7641 -1.5635 1.1195  0.21
H -4.2789 0.1650 1.2273  0.22
H -2.8292 -0.0668 1.8031  0.22
H -2.8817 -0.0134 -1.2006  0.18
H -2.4737 1.3233 -0.2157  0.21
H -1.7371 -2.2376 -0.5056  0.24
H -0.4671 -1.7666 -1.7698  0.21
H 3.4882 0.3566 -1.0807  0.27
H 2.1379 1.9667 -1.1039  0.21
H 3.3494 2.2890 1.0303  0.22
H 1.8686 1.4568 1.2246  0.20
H 3.3206 0.5137 1.5177  0.25
H 0.1694 1.4174 0.5148  0.22
H -0.3164 1.0548 -1.5836  0.21

Forces on atoms 1 to 3 (eV/Å):
C 1.259 -1.453 1.603
C -1.866 1.670 3.604
N 2.544 1.162 -1.122

- Orbital gap: 8.27 eV
- LUMO: 0.012 hartree
- ΔE to the lowest compared entry with this formula, charge and spin: 4.9256 eV
- Energy: -1180.82893 Eh



Entry 6:
Molecular formula: C2H2Br2S2
Method: DFT, the ωB97M-V functional and the def2-TZVPD basis

Each line ends with the natural charge from an NBO analysis.
Positions of all 8 atoms, in Å:
C -1.0726 0.8084 -0.5723  -0.40
C 0.0688 0.1608 -0.6702  -0.06
S -1.4671 2.5379 -0.5124  0.10
S -0.0881 -2.5570 -1.0001  -0.27
Br -2.6679 -0.2661 -0.3101  0.13
Br 1.8522 0.3448 -1.0409  0.22
H -0.1913 2.9589 -0.9937  0.15
H 0.9599 -3.1121 -1.7213  0.13

Forces on atoms 1 to 3 (eV/Å):
C -0.351 -0.759 0.289
C 0.091 -2.476 -0.931
S 2.061 -0.065 -0.696

- Orbital gap (spin up / spin down): 6.73 / 6.74 eV
- LUMO (spin up / spin down): -0.086 / -0.086 hartree
- ΔE to the lowest compared entry with this formula, charge and spin: 3.9734 eV
- Energy: -6021.64505 Eh